Computed, not measured: a cluster of 3 separate species, C13H27N2P2 in total, with ωB97M-V/def2-TZVPD.

## Properties
* total charge: -1
* frontier orbital gap: 5.3231 eV

Cartesian coordinates (Å):
C: -1.4130 0.7069 -3.3216
C: 0.0579 1.0351 -2.9903
P: 0.9345 0.2125 -1.5675
C: 0.2053 1.0210 -0.0622
C: -1.3087 1.0509 0.1436
P: 0.1267 -1.9603 -1.5571
C: -0.4815 -3.7633 -1.5677
H: -1.7781 -0.1335 -2.7423
H: -2.0601 1.5653 -3.1333
H: -1.5291 0.4504 -4.3751
H: 0.1882 2.1157 -2.8839
H: 0.6745 0.7551 -3.8458
H: 0.6091 2.0311 0.0373
H: 0.6512 0.4500 0.7578
H: -1.5732 1.7174 0.9701
H: -1.8311 1.4013 -0.7397
H: -1.6829 0.0574 0.3765
H: 0.3615 -1.9485 -0.0822
H: -1.2709 -1.5092 -1.3064
H: -0.0988 -1.8450 -3.0295
H: 1.5173 -2.3993 -1.7819
H: 0.2654 -4.4069 -2.0364
H: -0.6698 -4.1078 -0.5485
H: -1.4128 -3.8080 -2.1368
N: 0.6755 6.3661 1.4233
C: 1.2946 5.8110 0.3342
C: 0.4326 4.9068 -0.2223
C: -0.7532 4.9125 0.5621
C: -0.5736 5.8223 1.5683
H: 1.0809 7.0524 2.0305
H: 2.2943 6.0967 0.0562
H: 0.6322 4.2902 -1.0826
H: -1.6268 4.3012 0.4100
H: -1.2192 6.1193 2.3767
N: 1.1944 -5.1604 3.8428
C: -0.0655 -4.6931 3.5670
C: 0.0254 -3.8524 2.4909
C: 1.3895 -3.8072 2.0971
C: 2.0851 -4.6223 2.9476
H: 1.4273 -5.7965 4.5806
H: -0.9133 -5.0015 4.1549
H: -0.7872 -3.3254 2.0195
H: 1.7932 -3.2394 1.2749
H: 3.1324 -4.8684 2.9912


Computed, not measured: an isolated molecule of C21H35NO3, with ωB97M-V/def2-TZVPD.

## Properties
* total charge: 0
* frontier orbital gap: 9.1996 eV
* SMILES: CCOC(=O)C1(CCOC)CCN([C@H]2[C@@H]3C[C@H]4C[C@@H](C3)C[C@@H]2C4)CC1

Cartesian coordinates (Å):
C: -2.2531 -3.5990 -0.3173
C: -1.1327 -2.6914 0.1710
O: -1.5483 -1.3257 0.2153
C: -1.4993 -0.6421 -0.9339
O: -1.1143 -1.1274 -1.9681
C: -2.0650 0.7677 -0.8173
C: -3.5766 0.6723 -1.1053
C: -4.4009 0.0303 0.0074
O: -4.7120 1.0069 0.9784
C: -5.3995 0.4824 2.0810
C: -1.7694 1.4033 0.5443
C: -0.3520 1.9904 0.5445
N: 0.4887 1.2096 -0.3502
C: 1.9221 1.3231 -0.0681
C: 2.7802 0.6038 -1.1232
C: 4.2650 0.7993 -0.8125
C: 4.5937 0.1928 0.5475
C: 4.2603 -1.2984 0.5421
C: 2.7758 -1.4883 0.2302
C: 2.4585 -0.8896 -1.1375
C: 1.9330 -0.7823 1.2891
C: 2.2709 0.7061 1.2986
C: 3.7549 0.9009 1.6056
C: 0.1357 1.5630 -1.7189
C: -1.3885 1.6308 -1.8875
H: -3.1301 -3.4974 0.3181
H: -2.5229 -3.3357 -1.3371
H: -1.9194 -4.6326 -0.2972
H: -0.8452 -2.9369 1.1958
H: -0.2650 -2.7773 -0.4904
H: -3.9659 1.6804 -1.2597
H: -3.7176 0.1055 -2.0279
H: -3.8508 -0.7993 0.4726
H: -5.3369 -0.3760 -0.4113
H: -6.3547 0.0325 1.7797
H: -5.5888 1.3136 2.7572
H: -4.8020 -0.2800 2.5974
H: -1.8609 0.6524 1.3263
H: -2.5016 2.1857 0.7424
H: -0.3725 3.0495 0.2312
H: 0.0416 1.9647 1.5582
H: 2.2166 2.3940 -0.0595
H: 2.5883 1.0325 -2.1106
H: 4.8615 0.3193 -1.5918
H: 4.5099 1.8646 -0.8131
H: 5.6591 0.3306 0.7662
H: 4.4957 -1.7338 1.5164
H: 4.8665 -1.8108 -0.2087
H: 2.5402 -2.5593 0.2265
H: 1.4052 -1.0388 -1.3734
H: 3.0527 -1.3842 -1.9102
H: 0.8736 -0.8995 1.0645
H: 2.1294 -1.2124 2.2746
H: 1.6999 1.1958 2.0928
H: 3.9761 0.4938 2.5953
H: 3.9964 1.9669 1.6210
H: 0.5815 2.5324 -2.0097
H: 0.5184 0.7919 -2.3866
H: -1.6556 1.2749 -2.8823
H: -1.7499 2.6545 -1.7822


Computed, not measured: a cluster of 2 separate species, C5H15NO2 in total in a non-equilibrium geometry, with ωB97M-V/def2-TZVPD.

## Properties
* total charge: 0
* frontier orbital gap: 9.8173 eV
* SMILES: CC[C@@H](C)NCO.O

Cartesian coordinates (Å):
C: -0.1518 2.1256 -1.4083
C: -0.9870 1.2625 -0.4474
C: -0.1161 0.2424 0.5971
C: -1.1438 0.2080 1.8850
N: 0.1219 -1.0002 -0.2182
C: 0.9327 -2.0325 0.4322
O: 0.0917 -2.4621 1.4366
H: 0.0083 3.1410 -0.9630
H: 0.8260 1.8705 -1.5988
H: -0.7697 2.3674 -2.2171
H: -1.5456 1.8561 0.0837
H: -1.6256 0.5360 -0.8848
H: 0.7942 0.6484 0.9373
H: -2.0985 -0.2245 1.7255
H: -0.6085 -0.5434 2.6385
H: -1.4165 0.9899 2.4687
H: -0.8340 -1.2760 -0.4228
H: 1.9070 -1.6938 0.7355
H: 1.2916 -2.9499 -0.1436
H: 0.4475 -3.1593 1.9588
O: 1.7940 0.2297 -2.5007
H: 2.2489 -0.4864 -1.8291
H: 0.8336 0.3507 -2.2652


Computed, not measured: a structure of composition C28H24Cl5InN5, with ωB97M-V/def2-TZVPD.

## Properties
* total charge: +1
* frontier orbital gap: 7.1469 eV

Cartesian coordinates (Å):
In: -0.0833 0.4111 -0.5200
C: -2.1939 1.7022 -3.4975
C: -2.9272 0.5411 -2.8812
C: -3.7086 -0.2892 -3.6818
C: -4.4199 -1.3433 -3.1361
C: -4.3554 -1.5925 -1.7727
C: -3.5805 -0.7927 -0.9452
C: -3.4714 -1.0810 0.5257
C: -2.8781 0.2770 -1.5111
N: -2.0410 1.0710 -0.6551
C: -2.5082 2.2506 -0.1599
C: -3.9128 2.6833 -0.4861
C: -1.7718 3.0898 0.6260
C: -2.1865 4.4155 1.1945
N: -0.5137 2.6293 0.9389
C: 0.5140 2.1018 1.0948
C: 4.2169 0.2500 1.5527
C: 4.3153 0.9312 0.2217
C: 5.2054 -0.1449 2.4145
C: 5.0421 -0.6934 3.6770
C: 3.7758 -0.7949 4.2414
C: 2.5853 -0.5079 3.6397
C: 1.1836 -0.5822 4.1369
H: -1.9009 1.4706 -4.5206
H: -1.2987 1.9776 -2.9412
H: -2.8364 2.5853 -3.5367
H: -3.7546 -0.0998 -4.7473
H: -5.0235 -1.9755 -3.7736
H: -4.9081 -2.4201 -1.3458
H: -4.1211 -1.9082 0.8052
H: -3.7379 -0.2133 1.1318
H: -2.4469 -1.3581 0.7995
H: -4.5162 1.8541 -0.8437
H: -3.8957 3.4506 -1.2630
H: -4.3916 3.1159 0.3906
H: -2.8507 4.3094 2.0551
H: -2.6957 5.0224 0.4467
H: -1.3099 4.9727 1.5198
H: 3.4576 0.7180 -0.4182
H: 5.2026 0.5734 -0.2999
H: 4.3821 2.0136 0.3350
H: 6.2077 0.0839 2.0660
H: 5.9088 -0.9355 4.2709
H: 3.6886 -1.0585 5.2905
H: 1.2149 -0.6878 5.2201
H: 0.6511 -1.4467 3.7281
H: 0.6177 0.3199 3.8977
Cl: -0.6901 -2.1003 -1.9707
C: 0.5684 -2.4635 -0.8300
C: 0.9372 -1.4442 0.0479
C: 1.9864 -1.7714 0.8691
Cl: 2.6050 -0.2555 1.9163
C: 2.6631 -2.9715 0.8941
Cl: 3.9836 -3.2292 1.9622
C: 2.2502 -3.9700 0.0140
Cl: 3.0378 -5.4818 -0.0096
C: 1.1919 -3.7080 -0.8658
Cl: 0.6958 -4.8915 -1.9840
N: 1.2311 1.0652 -2.0269
C: 1.8314 0.2912 -2.6997
N: 2.4563 -0.5097 -3.4328
C: 3.3007 -1.3532 -2.8352
N: 4.0215 -2.1025 -2.3329


Computed, not measured: an isolated molecule of C5H10N2O4 in a non-equilibrium geometry, with ωB97M-V/def2-TZVPD.

## Properties
* total charge: 0
* frontier orbital gap: 10.3112 eV
* SMILES: COC(=O)[C@@H](C)ONC(N)=O

Cartesian coordinates (Å):
C: -1.5154 -1.9374 1.3108
O: -0.7634 -0.6824 1.2016
C: -1.4237 0.3187 0.4981
O: -2.5948 0.4097 0.2880
C: -0.4903 1.5083 0.0127
C: 0.1713 2.0726 1.3735
O: 0.5926 1.2182 -0.9120
N: 0.3957 -0.0542 -1.6798
C: 1.3776 -0.9051 -1.9132
N: 2.7115 -0.5675 -1.7986
O: 1.0427 -1.9566 -2.2943
H: -2.6069 -1.9107 0.9400
H: -1.4202 -2.2234 2.4639
H: -0.9256 -2.7214 0.6910
H: -1.1728 2.2295 -0.5012
H: 0.2672 3.2006 1.4194
H: 1.1287 1.5962 1.5971
H: -0.4582 1.9325 2.3029
H: -0.5050 -0.3351 -2.0789
H: 2.9822 0.2373 -1.2699
H: 3.2068 -1.4299 -1.6514


Computed, not measured: a structure of composition C33H47Cl2IrO2P3 in a non-equilibrium geometry, with ωB97M-V/def2-TZVPD.

## Properties
* total charge: +2
* frontier orbital gap (alpha / beta): 5.3319 / 6.1148 eV
* 2S+1: 6

Cartesian coordinates (Å):
P: 1.6446 1.4055 -3.1790
C: 3.3439 1.2864 -2.7295
C: 4.2255 0.6226 -3.6284
H: 3.8330 -0.1682 -4.2667
C: 5.5496 1.0382 -3.6979
H: 6.1990 0.6684 -4.4870
C: 6.0492 1.9431 -2.7493
H: 7.0832 2.2868 -2.8208
C: 5.2374 2.3861 -1.6952
H: 5.6602 3.0153 -0.9123
C: 3.8832 2.0588 -1.6650
H: 3.2181 2.4079 -0.8751
C: 0.7523 -0.1143 -3.2921
C: 1.3675 -1.3220 -2.8775
H: 2.2765 -1.2768 -2.2768
C: 0.8302 -2.5433 -3.2733
H: 1.3099 -3.4683 -2.9507
C: -0.2995 -2.5900 -4.0976
H: -0.6625 -3.5510 -4.4714
C: -0.9755 -1.4052 -4.4081
H: -1.8853 -1.4569 -5.0002
C: -0.4960 -0.1777 -3.9675
H: -1.0445 0.7407 -4.1728
C: 0.7518 2.9082 -2.9737
C: 0.8300 3.8401 -4.0403
H: 1.5821 3.6603 -4.8105
C: -0.0542 4.9072 -4.0787
H: -0.0563 5.5866 -4.9229
C: -0.9515 5.1163 -3.0251
H: -1.6447 5.9563 -3.0615
C: -0.9563 4.2593 -1.9182
H: -1.6323 4.4538 -1.0863
C: -0.1139 3.1477 -1.8811
H: -0.0869 2.4674 -1.0281
Ir: 0.1368 -0.7667 2.9195
C: -1.6108 -1.4957 2.2187
C: -1.9677 -1.4177 0.9102
H: -2.2761 -1.9887 2.9539
C: -1.0998 -0.6619 -0.1232
O: -2.0047 0.2499 -0.8134
H: -1.4654 0.8454 -1.3671
C: -0.0072 0.0986 0.4508
H: -0.6698 -1.4184 -0.8067
C: 0.4800 0.4555 1.5937
Cl: -0.4730 -1.4291 5.1062
Cl: 2.2430 0.1117 3.6592
P: 1.5097 -2.4825 2.4180
C: 2.4990 -2.9786 3.8757
H: 1.8170 -3.2376 4.6937
H: 3.1143 -2.1272 4.1960
H: 3.1463 -3.8253 3.6157
C: 0.5306 -3.9249 1.9132
H: 0.0837 -3.7258 0.9304
H: -0.2659 -4.0807 2.6495
H: 1.1765 -4.8100 1.8574
C: 2.7081 -2.2541 1.0629
H: 3.1654 -1.2611 1.1266
H: 2.2009 -2.3579 0.0965
H: 3.4922 -3.0190 1.1392
P: -3.5027 -2.1552 0.3207
C: -4.1154 -3.2100 1.6162
C: -3.2155 -3.1097 -1.1554
H: -4.2729 -2.6318 2.5328
H: -3.3973 -4.0136 1.8134
H: -5.0705 -3.6460 1.3044
H: -2.8248 -2.4880 -1.9654
H: -4.1591 -3.5558 -1.4845
H: -2.5066 -3.9182 -0.9580
C: -4.7100 -0.9001 -0.0496
H: -4.9749 -0.3412 0.8515
H: -5.6157 -1.3672 -0.4467
H: -4.3044 -0.2078 -0.7913
H: 1.0923 1.3356 1.6980
C: 0.5931 2.3513 5.1072
C: -0.7922 2.0564 4.5912
O: -0.7487 1.4036 3.3038
C: -1.7986 1.9379 2.4612
C: -3.1736 1.4711 2.8923
H: 1.1074 1.4246 5.3828
H: 0.5019 2.9700 6.0018
H: 1.1897 2.8942 4.3663
H: -1.3302 1.3903 5.2797
H: -1.3520 2.9997 4.4847
H: -1.7082 3.0358 2.4729
H: -1.6058 1.6164 1.4313
H: -3.4905 2.0145 3.7886
H: -3.8929 1.6607 2.0881
H: -3.1531 0.3951 3.1061


Computed, not measured: a structure of composition C4H5AlLiO2 in a non-equilibrium geometry, with ωB97M-V/def2-TZVPD.

## Properties
* total charge: +2
* frontier orbital gap (alpha / beta): 7.2509 / 4.8015 eV
* 2S+1: 2

Cartesian coordinates (Å):
H: -0.5048 -0.0795 -2.4965
C: -1.5048 0.4158 0.0610
C: -0.5950 -0.5355 -0.4923
C: 0.5978 -0.8869 0.2087
C: 1.4465 0.0214 0.8239
O: 2.4876 -0.3250 1.4886
Al: 3.5166 0.3591 2.2304
H: -1.4216 0.6790 1.1306
H: -1.0892 -1.2991 -1.1008
H: 0.7925 -1.9461 0.3948
H: 1.1965 1.0947 0.7906
O: -2.2792 1.1014 -0.6481
Li: -2.6430 1.4006 -2.3908


Computed, not measured: a cluster of 2 separate species, C7H9N2O in total in a non-equilibrium geometry, with ωB97M-V/def2-TZVPD.

## Properties
* total charge: +1
* frontier orbital gap (alpha / beta): 7.8748 / 7.8764 eV

Cartesian coordinates (Å):
C: 3.6537 -0.5227 0.2365
C: 3.0554 0.7250 -0.0030
C: 2.6050 -1.4413 0.3558
C: 1.7216 0.4842 -0.0428
C: 0.8168 1.5040 -0.0993
C: -2.3606 0.6470 0.1935
C: -1.2376 0.1977 1.0241
N: 0.5721 2.6491 -0.2478
N: -1.8868 -0.7204 0.0709
O: 1.4741 -0.8010 0.1139
H: 4.7846 -0.6485 0.3137
H: 3.4584 1.7206 -0.0843
H: 2.4796 -2.4712 0.5631
H: -3.3800 0.5876 0.4796
H: -2.0294 1.1713 -0.7357
H: -1.3442 -0.1132 2.0774
H: -0.1605 3.3579 -0.0029
H: -2.5030 -1.5138 0.2629
H: -1.3818 -0.9912 -0.7572


Computed, not measured: a structure of composition C4H8N3 in a non-equilibrium geometry, with ωB97M-V/def2-TZVPD.

## Properties
* total charge: +1
* frontier orbital gap: 8.5283 eV

Cartesian coordinates (Å):
C: 0.1665 -0.0146 -0.4374
C: -1.5543 0.1327 0.8527
C: 0.1774 0.0286 -2.3534
C: 0.5367 0.0214 2.0358
N: -0.8075 0.2710 -1.2473
N: -0.3186 -0.0016 0.8719
N: 1.1030 -0.4017 -1.2836
H: -1.9618 0.2948 1.8501
H: -2.1176 0.0843 0.0205
H: 0.0876 -0.8481 -3.1899
H: 0.3080 0.9661 -2.8803
H: 0.9538 0.9413 2.4574
H: -0.0673 -0.5010 2.8191
H: 1.3773 -0.5729 1.7290
H: 2.1168 -0.4002 -1.2447


Computed, not measured: an isolated molecule of C3H3ClO2 in a non-equilibrium geometry, with ωB97M-V/def2-TZVPD.

## Properties
* total charge: 0
* frontier orbital gap: 9.8671 eV

Cartesian coordinates (Å):
C: -0.0265 0.3100 -0.6372
C: 1.8210 -1.1065 -0.3000
C: -1.0567 0.1958 0.4157
O: 0.1764 1.0542 -1.4965
O: 0.6202 -1.0114 -0.7337
Cl: 2.3040 0.3714 0.4558
H: -1.8141 0.8797 0.5956
H: -0.4657 0.1251 1.3182
H: -1.5586 -0.8184 0.3820


Computed, not measured: an isolated molecule of C18H15FN2O in a non-equilibrium geometry, with ωB97M-V/def2-TZVPD.

## Properties
* total charge: 0
* frontier orbital gap: 8.3653 eV
* SMILES: O=C(NC1CCC1)c1ccc(C#Cc2cccc(F)c2)nc1

Cartesian coordinates (Å):
O: 0.0247 -2.1350 3.4602
C: 0.6709 -1.7813 2.4939
N: 1.9791 -2.0880 2.3201
C: 2.7255 -2.8694 3.2651
C: 3.2168 -4.2573 2.8055
C: 4.6099 -3.9206 3.3588
C: 4.1864 -2.4506 3.5035
C: 0.0731 -0.9581 1.4026
C: -1.2665 -1.1496 1.0638
C: -1.8356 -0.3593 0.0877
C: -1.0436 0.6268 -0.5150
C: -1.6000 1.4811 -1.4937
C: -2.1073 2.2250 -2.2988
C: -2.6996 3.1077 -3.2265
C: -2.1155 4.3512 -3.4798
C: -2.7039 5.2251 -4.3736
C: -3.8724 4.8779 -5.0325
C: -4.4351 3.6397 -4.7741
F: -5.5721 3.2943 -5.4141
C: -3.8771 2.7467 -3.8829
N: 0.2321 0.8248 -0.1808
C: 0.7656 0.0576 0.7446
H: 2.4374 -1.8458 1.4553
H: 2.1271 -2.9111 4.1766
H: 2.7103 -5.1111 3.2478
H: 3.2036 -4.3588 1.7216
H: 4.8061 -4.3953 4.3170
H: 5.4469 -4.1128 2.6918
H: 4.3989 -1.9739 4.4570
H: 4.5687 -1.8217 2.7007
H: -1.8341 -1.9123 1.5762
H: -2.8670 -0.4781 -0.2057
H: -1.2052 4.6190 -2.9657
H: -2.2519 6.1871 -4.5619
H: -4.3467 5.5454 -5.7340
H: -4.3444 1.7914 -3.7030
H: 1.7949 0.2893 0.9921


Computed, not measured: a structure of composition C14H19BrOOs in a non-equilibrium geometry, with ωB97M-V/def2-TZVPD.

## Properties
* total charge: 0
* frontier orbital gap (alpha / beta): 6.0773 / 6.4753 eV
* 2S+1: 5

Cartesian coordinates (Å):
C: -1.4654 -0.8984 -1.8780
C: -1.3409 -1.4298 -0.5613
C: -1.4501 -0.3179 0.4019
H: -1.2011 -2.4690 -0.3657
C: -1.5213 0.8861 -0.3649
C: -1.5747 0.5479 -1.7447
H: -1.8364 1.2435 -2.5225
H: -1.5011 -1.4665 -2.7748
H: -1.8139 -0.4677 1.3925
H: -1.6047 1.8806 0.0239
Os: 0.4541 -0.1043 -1.5953
Br: 1.8067 -1.6357 -0.2091
C: 1.8159 0.6985 -2.7038
C: 0.7621 1.4808 -3.2388
C: -0.1018 0.6550 -3.9820
H: 0.6962 2.5588 -3.1574
C: 0.3812 -0.6564 -3.9391
C: 1.5575 -0.7038 -3.1292
H: 2.2437 -1.5531 -3.0620
H: 2.7746 1.0450 -2.3300
H: -1.0290 0.9654 -4.4640
H: -0.0205 -1.5448 -4.4110
C: -0.4493 1.2561 3.3409
C: 0.3400 0.0873 2.7688
C: 1.7906 0.2349 3.0730
C: -0.0972 -1.1069 3.5247
O: 0.2929 -0.0169 1.3927
H: -0.3218 1.3114 4.3987
H: -1.4978 1.1416 3.1307
H: -0.1180 2.1859 2.9352
H: 1.8503 0.3074 4.1435
H: 2.3168 -0.6527 2.7314
H: 2.2365 1.1037 2.6169
H: -1.1438 -1.3968 3.3545
H: 0.5023 -1.9827 3.2774
H: 0.0251 -0.8873 4.6000


Computed, not measured: a structure of composition C4H2HgO in a non-equilibrium geometry, with ωB97M-V/def2-TZVPD.

## Properties
* total charge: 0
* frontier orbital gap (alpha / beta): 7.3813 / 6.5332 eV
* 2S+1: 3

Cartesian coordinates (Å):
C: -2.8500 1.0326 -0.0067
C: -1.1748 -0.7840 0.0867
C: -1.6249 0.4028 0.1189
C: 2.1620 1.4116 -0.1068
O: 2.3577 0.2899 -0.1091
Hg: 1.1639 -1.9754 -0.0364
H: -3.2184 1.3586 -0.9832
H: -3.5084 1.1681 0.8556


Computed, not measured: a structure of composition C5H7N in a non-equilibrium geometry, with ωB97M-V/def2-TZVPD.

## Properties
* total charge: 0
* frontier orbital gap: 8.9540 eV

Cartesian coordinates (Å):
C: -2.0122 0.6351 -0.2749
C: -0.9244 1.4069 -0.1338
C: -0.8410 -0.5923 -0.0348
C: -0.7843 -1.9190 0.1144
C: 1.4666 0.5402 -0.2916
N: 0.0772 0.5406 0.1116
H: -3.0523 0.5799 -0.5346
H: -0.7992 2.4349 -0.2414
H: 0.2132 -2.4043 0.2938
H: -1.6001 -2.5403 -0.0494
H: 2.0288 1.2092 0.2685
H: 1.9148 -0.4640 -0.1991
H: 1.4992 0.8965 -1.3171


Computed, not measured: an isolated molecule of C5H11NOS in a non-equilibrium geometry, with ωB97M-V/def2-TZVPD.

## Properties
* total charge: 0
* frontier orbital gap: 10.0078 eV
* SMILES: CC(=O)NCCCS

Cartesian coordinates (Å):
C: -0.3303 0.2693 3.0670
C: 1.0145 0.4627 2.4523
O: 1.9659 0.8708 3.1024
N: 1.1626 0.2515 1.1149
C: 0.1498 -0.3220 0.2253
C: 0.3364 0.2032 -1.1931
C: -0.9685 0.4506 -1.9584
S: -1.5183 -0.9836 -2.9264
H: -0.2689 0.6014 4.0974
H: -1.1917 0.7752 2.6158
H: -0.6586 -0.7744 3.0212
H: 2.1139 0.3198 0.7876
H: 0.2336 -1.3985 0.2763
H: -0.8121 -0.0493 0.6160
H: 0.9111 1.1298 -1.1362
H: 0.9296 -0.4472 -1.8309
H: -1.7534 0.8915 -1.3699
H: -0.7977 1.2490 -2.6902
H: -2.1897 -1.5970 -1.9427